# 1
The following is a DFT calculation (ωB97M-V with the def2-TZVPD basis set) of a single C12H15NO6S molecule.

The geometry in ORCA input format:
```
! wB97M-V def2-TZVPD RIJCOSX def2/J DEFGRID3
* xyz 0 1
O 3.2030 1.8878 1.0317
C 3.8582 1.9203 0.0237
O 4.8654 2.7799 -0.1511
C 3.6714 1.0261 -1.1765
C 2.3884 0.2047 -1.0719
N 2.4907 -0.7538 0.0036
S 1.3162 -1.9359 0.0330
O 1.6215 -2.7950 1.1361
O 1.2454 -2.4871 -1.2877
C -0.1919 -1.0398 0.3810
C -0.5265 -0.7503 1.6895
C -1.6590 -0.0055 1.9421
C -2.4621 0.4724 0.9020
C -2.1053 0.1743 -0.4245
C -0.9678 -0.5872 -0.6640
O -2.7708 0.6784 -1.5244
C -4.0942 0.2266 -1.7312
C -4.9932 0.4212 -0.5008
C -4.5007 1.5988 0.3383
O -3.5350 1.2012 1.2976
H 4.9847 3.3350 0.6364
H 3.6681 1.6444 -2.0747
H 4.5338 0.3587 -1.2294
H 1.5320 0.8820 -0.9347
H 2.2358 -0.3807 -1.9802
H 2.6066 -0.3186 0.9079
H 0.0934 -1.1256 2.4873
H -1.9541 0.2410 2.9496
H -0.6930 -0.8275 -1.6785
H -4.0902 -0.8284 -2.0381
H -4.4515 0.8337 -2.5667
H -6.0188 0.5908 -0.8259
H -4.9797 -0.4725 0.1270
H -4.0943 2.3875 -0.3066
H -5.3116 2.0152 0.9400
*
```

## Properties
structure (SMILES): O=C(O)CCNS(=O)(=O)c1ccc2c(c1)OCCCO2
orbital gap: 9.344 eV
E_LUMO: 0.57 eV
ΔE to the lowest compared entry with this formula, charge and spin: 0.00 kcal per mole


# 2
The following is a DFT calculation (ωB97M-V with the def2-TZVPD basis set) of a single C30H32N6 molecule.

The geometry in ORCA input format:
```
! wB97M-V def2-TZVPD RIJCOSX def2/J DEFGRID3
* xyz 0 1
C -0.4203 -2.1192 2.8533
C 0.6073 -1.8123 1.8244
N 1.4630 -2.7216 1.4124
N 2.2706 -2.1117 0.5170
C 3.3158 -2.8325 -0.0671
C 4.5227 -2.2274 -0.4058
C 5.5282 -2.9840 -0.9809
C 5.3495 -4.3380 -1.2067
C 4.1585 -4.9445 -0.8398
C 3.1434 -4.1992 -0.2739
C 1.9054 -0.8057 0.3335
N 2.5861 0.0259 -0.5337
C 0.8228 -0.5739 1.1676
C 0.0012 0.6640 1.4104
C 0.5380 1.8734 0.6812
C 0.1717 2.1468 -0.6323
C 0.6776 3.2555 -1.2880
C 1.5601 4.1225 -0.6570
C 2.1017 5.3287 -1.3833
C 1.6718 6.6206 -0.6853
C 3.6258 5.2556 -1.4989
C 1.9222 3.8463 0.6561
C 1.4186 2.7409 1.3149
C -1.4456 0.4416 1.0719
C -2.5469 1.0640 1.7036
C -2.5036 2.0374 2.8256
N -3.6820 0.6692 1.1696
N -3.3624 -0.1875 0.1748
C -4.3775 -0.7607 -0.5940
C -4.1897 -1.0755 -1.9369
C -5.2247 -1.6457 -2.6568
C -6.4483 -1.8896 -2.0574
C -6.6430 -1.5463 -0.7286
C -5.6156 -0.9860 0.0036
C -2.0097 -0.3553 0.0919
N -1.4053 -1.1808 -0.8439
H -0.2722 -1.4884 3.7293
H -0.3364 -3.1615 3.1462
H -1.4222 -1.9279 2.4709
H 4.6838 -1.1825 -0.1918
H 6.4633 -2.5111 -1.2428
H 6.1397 -4.9212 -1.6550
H 4.0197 -6.0035 -0.9986
H 2.2137 -4.6538 0.0293
H 2.9368 -0.4343 -1.3620
H 2.0860 0.8808 -0.7357
H 0.0502 0.8755 2.4878
H -0.5168 1.4895 -1.1436
H 0.3762 3.4504 -2.3080
H 1.6824 5.3331 -2.3960
H 0.5878 6.6648 -0.6057
H 2.0916 6.6772 0.3160
H 2.0135 7.4854 -1.2500
H 3.9253 4.3353 -1.9963
H 4.0897 5.2800 -0.5161
H 4.0001 6.0986 -2.0757
H 2.6027 4.5028 1.1775
H 1.7131 2.5472 2.3366
H -3.5130 2.3602 3.0619
H -1.9020 2.9028 2.5497
H -2.0595 1.5803 3.7100
H -3.2538 -0.8479 -2.4226
H -5.0746 -1.8899 -3.6983
H -7.2508 -2.3343 -2.6264
H -7.6003 -1.7203 -0.2603
H -5.7475 -0.7033 1.0358
H -0.4591 -1.4116 -0.5644
H -1.9438 -2.0104 -1.0581
*
```

## Properties
structure (SMILES): Cc1nn(-c2ccccc2)c(N)c1C(c1ccc(C(C)C)cc1)c1c(C)nn(-c2ccccc2)c1N
orbital gap: 8.633 eV
E_LUMO: 0.68 eV
ΔE to the lowest compared entry with this formula, charge and spin: 3.44 kcal per mole


# 3
The following is a DFT calculation (ωB97M-V with the def2-TZVPD basis set) of 3 unconnected molecules or ions with the total composition C5H11NOS in a non-equilibrium geometry.

The geometry in ORCA input format:
```
! wB97M-V def2-TZVPD RIJCOSX def2/J DEFGRID3
* xyz 0 1
C -1.2477 0.2103 -0.8998
C -0.8149 -1.2282 -0.5673
C 0.2246 -1.3116 0.5525
S 1.8898 -0.8156 -0.0488
C -1.8137 0.9024 0.2415
N -1.1967 2.3049 0.4752
C 0.2270 2.4784 0.0768
O -2.3815 0.4191 1.2340
H 4.1105 -3.6509 -0.3612
H -0.9236 0.6930 -1.8666
H -1.6368 -1.7751 -0.1893
H -0.4860 -1.7042 -1.4855
H -0.0434 -0.7414 1.4704
H 0.1223 -2.4164 0.9147
H 3.7132 -3.1867 -1.0052
H -1.4347 2.3844 1.4586
H 0.2340 2.7921 -0.9289
H 0.7704 3.2088 0.8010
H 0.6873 1.4366 0.1279
*
```

## Properties
orbital gap: 4.496 eV
E_LUMO: -3.49 eV
ΔE to the lowest compared entry with this formula, charge and spin: 169.17 kcal per mole


# 4
The following is a DFT calculation (ωB97M-V with the def2-TZVPD basis set) of a single C4H8S3 molecule in a non-equilibrium geometry.

The geometry in ORCA input format:
```
! wB97M-V def2-TZVPD RIJCOSX def2/J DEFGRID3
* xyz 0 1
C 0.0627 -1.1917 2.2610
S -0.7942 0.2342 1.4495
C 0.2767 0.7212 0.0044
C 0.0896 -0.0948 -1.1159
S -0.8768 -1.7959 -1.0633
C -0.3896 1.3391 -1.3506
S 0.8902 2.5303 -1.9577
H -0.0665 -2.0569 1.7248
H 1.0172 -0.9233 2.6315
H -0.6004 -1.5640 3.0865
H 1.1060 1.3723 0.1967
H 1.0125 -0.3787 -1.7641
H -2.0026 -0.8645 -0.6789
H -1.6317 1.2502 -1.4970
H 1.9070 1.4224 -1.9268
*
```

## Properties
structure (SMILES): CSC1[C@@H](S)[C@@H]1S
orbital gap: 9.238 eV
E_LUMO: 0.52 eV
ΔE to the lowest compared entry with this formula, charge and spin: 94.52 kcal per mole